## i
The molecule C5H7N. Source: the Open Molecules 2025 dataset; level of theory: the ωB97M-V functional and the def2-TZVPD basis.

Structure (XYZ):
```
13
C5H7N, DFT the ωB97M-V functional and the def2-TZVPD basis
C 1.418 0.575 0.501
C 1.138 0.630 -0.745
C -1.519 1.358 -0.366
C 0.126 -0.179 0.016
C 0.047 -1.698 0.362
N -0.989 0.588 0.487
H 2.037 0.615 1.378
H 1.268 0.905 -1.761
H -2.553 1.789 -0.019
H -1.071 1.567 -1.309
H -0.375 -2.413 -0.410
H -0.586 -1.780 1.199
H 1.059 -1.957 0.667
```

Properties
- net charge = 0
- SMILES = C=NC1(C)C=C1
- Kohn-Sham gap (eV) = 10.03

Atomic partial charges in e from the Löwdin method, atoms 1 to 6: number 1, C, carries 0.05; number 2, C, carries -0.02; number 3, C, carries -0.06; number 4, C, carries -0.47; number 5, C, carries -0.03; number 6, N, carries -0.01

=====

## ii
The molecule C5H7N. Source: the Open Molecules 2025 dataset; level of theory: the ωB97M-V functional and the def2-TZVPD basis.

Structure (XYZ):
```
13
C5H7N, DFT the ωB97M-V functional and the def2-TZVPD basis
C 2.049 0.245 0.262
C 0.628 -0.075 -0.022
C 0.218 -1.130 -0.667
N -1.949 -0.839 -0.401
C -1.747 0.362 0.069
C -0.444 0.831 0.146
H 2.201 0.375 1.332
H 2.710 -0.550 -0.071
H 2.316 1.165 -0.254
H -0.276 -2.049 -0.760
H -2.901 -1.196 -0.278
H -2.560 0.996 0.422
H -0.235 1.877 0.228
```

Properties
- net charge = 0
- Kohn-Sham gap (eV) = 7.61

Atomic partial charges in e from the Löwdin method, atoms 1 to 6: number 1, C, carries -0.04; number 2, C, carries -0.40; number 3, C, carries 0.24; number 4, N, carries 0.04; number 5, C, carries -0.28; number 6, C, carries -0.13

=====

## iii
The molecule C5H7N. Source: the Open Molecules 2025 dataset; level of theory: the ωB97M-V functional and the def2-TZVPD basis.

Structure (XYZ):
```
13
C5H7N, DFT the ωB97M-V functional and the def2-TZVPD basis
C -1.481 -0.435 0.005
C -2.795 -0.741 -0.004
C -0.287 0.009 0.030
C 0.812 -1.064 -0.079
C 0.077 1.453 0.052
N -2.995 0.509 -0.028
H -3.272 -1.686 0.160
H 1.770 -0.805 0.466
H 0.984 -1.242 -1.063
H 0.362 -1.933 0.413
H 0.844 1.430 -0.718
H 0.593 1.589 1.033
H -0.683 2.215 -0.192
```

Properties
- net charge = 0
- SMILES = CC(C)=C1C=N1
- Kohn-Sham gap (eV) = 9.83

Atomic partial charges in e from the Löwdin method, atoms 1 to 6: number 1, C, carries -0.07; number 2, C, carries -0.25; number 3, C, carries -0.36; number 4, C, carries -0.04; number 5, C, carries -0.05; number 6, N, carries 0.20

=====

## iv
The molecule C5H7N. Source: the Open Molecules 2025 dataset; level of theory: the ωB97M-V functional and the def2-TZVPD basis.

Structure (XYZ):
```
13
C5H7N, DFT the ωB97M-V functional and the def2-TZVPD basis
C 1.879 0.235 0.022
C 0.406 0.093 0.364
C -0.369 -0.988 -0.293
N -1.580 -0.526 -0.424
C -1.690 0.809 0.064
C -0.492 1.312 0.482
H 2.295 1.038 0.633
H 2.439 -0.691 0.203
H 2.004 0.515 -1.030
H -0.099 -1.987 -0.622
H -2.346 -1.071 -0.808
H -2.670 1.269 0.002
H 0.287 -0.097 1.454
```

Properties
- net charge = 0
- Kohn-Sham gap (eV) = 7.98

Atomic partial charges in e from the Löwdin method, atoms 1 to 6: number 1, C, carries -0.08; number 2, C, carries -0.44; number 3, C, carries -0.04; number 4, N, carries 0.05; number 5, C, carries -0.20; number 6, C, carries -0.05

=====

We find iv to be the most stable, with the next structure 0.0237 hartree higher.

=====

## i
A structure of composition C5H7N. Source: the Open Molecules 2025 dataset; level of theory: the ωB97M-V functional and the def2-TZVPD basis.

Structure (XYZ):
```
13
C5H7N, DFT the ωB97M-V functional and the def2-TZVPD basis
C 1.153 -0.539 -0.147
C 0.674 0.296 1.031
C 0.051 1.316 -0.158
C -0.068 -0.022 -0.913
C -1.215 -0.457 -0.022
N -0.693 0.260 1.160
H 1.220 -1.622 -0.021
H 2.092 -0.113 -0.504
H 1.255 0.525 1.931
H -0.808 2.000 -0.234
H -0.126 -0.132 -1.994
H -1.366 -1.532 0.137
H -2.168 0.020 -0.266
```

Properties
- net charge = 0
- Kohn-Sham gap (eV) = 9.60

Atomic partial charges in e from the Löwdin method, atoms 1 to 6: number 1, C, carries -0.13; number 2, C, carries -0.25; number 3, C, carries 0.06; number 4, C, carries -0.29; number 5, C, carries -0.20; number 6, N, carries 0.02

=====

## ii
A structure of composition C5H7N. Source: the Open Molecules 2025 dataset; level of theory: the ωB97M-V functional and the def2-TZVPD basis.

Structure (XYZ):
```
13
C5H7N, DFT the ωB97M-V functional and the def2-TZVPD basis
C -1.067 -0.078 0.635
C -0.984 0.353 -0.820
C 0.237 0.265 -1.363
C 1.341 -0.219 -0.565
N 1.350 0.350 1.215
C 0.335 -0.537 0.978
H -1.804 -0.872 0.804
H -1.401 0.778 1.253
H -1.859 0.764 -1.305
H 0.565 0.546 -2.368
H 1.848 -1.097 -1.063
H 0.961 1.305 1.241
H 0.499 -1.532 1.376
```

Properties
- net charge = 0
- Kohn-Sham gap (eV) = 8.63

Atomic partial charges in e from the Löwdin method, atoms 1 to 6: number 1, C, carries -0.17; number 2, C, carries -0.12; number 3, C, carries -0.19; number 4, C, carries -0.02; number 5, N, carries 0.08; number 6, C, carries -0.31

=====

We find ii to be the most stable, with the next structure 0.0074 hartree higher.

=====

## i
The molecule C3H9N5. Source: the Open Molecules 2025 dataset; level of theory: the ωB97M-V functional and the def2-TZVPD basis.

Structure (XYZ):
```
17
C3H9N5, DFT the ωB97M-V functional and the def2-TZVPD basis
C -0.346 -1.820 -2.200
C 0.330 0.050 -0.657
C -0.417 -0.090 1.827
H 0.007 -2.261 -3.202
H -0.220 -2.539 -1.517
H -1.468 -1.529 -2.115
H 1.833 1.769 -0.696
H 0.068 2.043 1.569
H -0.698 2.408 0.224
H -0.737 -1.622 0.476
H -1.143 -0.686 2.490
H 1.084 1.289 2.006
N 0.520 -0.416 -1.789
N 1.041 1.165 -0.106
N 0.188 2.095 0.653
N -0.323 -0.617 0.453
N 0.282 0.760 2.582
```

Properties
- net charge = 0
- SMILES = [H]/N=C\N/C(=N\C)NN
- Kohn-Sham gap (eV) = 9.60

Atomic partial charges in e from the Löwdin method, atoms 1 to 6: number 1, C, carries -0.04; number 2, C, carries -0.50; number 3, C, carries -0.24; number 4, H, carries 0.08; number 5, H, carries -0.03; number 6, H, carries 0.09

=====

## ii
The molecule C3H9N5. Source: the Open Molecules 2025 dataset; level of theory: the ωB97M-V functional and the def2-TZVPD basis.

Structure (XYZ):
```
17
C3H9N5, DFT the ωB97M-V functional and the def2-TZVPD basis
C -0.090 1.226 -0.142
C -0.716 -1.445 0.043
C 0.440 -1.638 0.890
H 0.216 2.974 0.436
H -1.036 1.136 -1.873
H -1.236 -1.039 -1.725
H -1.380 -0.893 0.813
H -1.235 -2.449 -0.031
H 0.196 -1.572 1.955
H 0.843 -2.839 0.735
H 1.810 -0.706 1.458
H 1.243 1.275 1.394
N -0.236 2.547 -0.390
N -0.798 0.488 -0.977
N -0.453 -0.792 -1.207
N 1.302 -0.616 0.513
N 0.582 0.551 0.931
```

Properties
- net charge = 0
- SMILES = N=C1NNCCNN1
- Kohn-Sham gap (eV) = 8.73

Atomic partial charges in e from the Löwdin method, atoms 1 to 6: number 1, C, carries -0.49; number 2, C, carries -0.28; number 3, C, carries -0.35; number 4, H, carries 0.01; number 5, H, carries 0.22; number 6, H, carries 0.10

=====

We find ii to be the most stable, with the next structure 0.0107 hartree higher.

=====

## i
The molecule C3H9N5. Source: the Open Molecules 2025 dataset; level of theory: the ωB97M-V functional and the def2-TZVPD basis.

Structure (XYZ):
```
17
C3H9N5, DFT the ωB97M-V functional and the def2-TZVPD basis
C -0.582 1.873 -1.206
N 0.946 -0.645 0.941
C -0.609 -0.296 1.039
N 1.649 0.062 0.115
N 1.218 -2.040 0.985
C -0.520 0.346 -1.237
N -1.070 -0.352 -0.195
N -1.061 -0.317 2.215
H 2.379 -0.551 -0.271
H 0.705 0.175 -1.060
H 0.615 -2.521 0.318
H 0.979 -2.354 1.920
H -2.044 -0.056 2.238
H -0.805 -0.074 -2.204
H -0.001 2.297 -2.026
H -0.181 2.251 -0.265
H -1.618 2.203 -1.305
```

Properties
- net charge = 0
- Kohn-Sham gap (alpha / beta) (eV) = 8.29 / 8.29

Atomic partial charges in e from the Löwdin method, atoms 1 to 6: number 1, C, carries -0.08; number 2, N, carries -0.20; number 3, C, carries -0.50; number 4, N, carries 0.09; number 5, N, carries 0.08; number 6, C, carries -0.32

=====

## ii
A cluster of 2 separate species, C3H9N5 in total. Source: the Open Molecules 2025 dataset; level of theory: the ωB97M-V functional and the def2-TZVPD basis.

Structure (XYZ):
```
17
C3H9N5, DFT the ωB97M-V functional and the def2-TZVPD basis
C 1.988 -1.295 -0.292
C 1.092 -0.186 0.175
C -1.221 -0.153 -0.555
H 2.033 -0.867 -1.412
H 2.917 -1.022 0.105
H 1.636 -2.269 0.054
H 0.479 -0.749 -1.779
H -2.919 -1.521 -1.531
H -1.328 -0.804 -2.589
H -2.560 0.627 0.823
H 0.482 1.866 2.519
H -0.444 1.525 0.834
N 0.180 -0.047 -0.811
N -2.098 -0.404 -1.661
N -1.605 0.342 0.668
N 1.228 0.387 1.363
N 0.659 1.581 1.442
```

Properties
- net charge = 0
- Kohn-Sham gap (eV) = 7.03

Atomic partial charges in e from the Löwdin method, atoms 1 to 6: number 1, C, carries -0.04; number 2, C, carries -0.49; number 3, C, carries -0.51; number 4, H, carries 0.12; number 5, H, carries 0.04; number 6, H, carries 0.09

=====

We find i to be the most stable, with the next structure 0.0967 hartree higher.

=====

## i
The molecule C3H9N5. Source: the Open Molecules 2025 dataset; level of theory: the ωB97M-V functional and the def2-TZVPD basis.

Structure (XYZ):
```
17
C3H9N5, DFT the ωB97M-V functional and the def2-TZVPD basis
C -2.010 -1.298 -0.130
N -0.230 0.376 0.579
C 1.206 0.601 -0.162
C -0.626 -0.736 -0.094
N -1.142 1.449 0.701
N 2.225 0.046 0.606
N 1.360 1.657 -0.885
N 0.379 -1.076 -0.860
H -0.862 1.966 1.531
H -0.948 2.089 -0.077
H 3.127 0.039 0.150
H 1.962 -0.886 0.917
H 2.237 2.113 -0.643
H 0.391 -2.008 -1.270
H -2.207 -1.811 -1.072
H -2.122 -2.020 0.684
H -2.738 -0.501 0.026
```

Properties
- net charge = 0
- SMILES = [H]/N=C(\C)N(N)/C(N)=N/[H]
- Kohn-Sham gap (eV) = 9.59

Atomic partial charges in e from the Löwdin method, atoms 1 to 6: number 1, C, carries -0.01; number 2, N, carries -0.08; number 3, C, carries -0.51; number 4, C, carries -0.42; number 5, N, carries 0.06; number 6, N, carries 0.08

=====

## ii
The molecule C3H9N5. Source: the Open Molecules 2025 dataset; level of theory: the ωB97M-V functional and the def2-TZVPD basis.

Structure (XYZ):
```
17
C3H9N5, DFT the ωB97M-V functional and the def2-TZVPD basis
C -0.331 1.996 -1.811
C -0.800 -0.246 -0.813
C 0.400 -1.192 0.986
H 0.757 2.419 -2.230
H -0.637 2.882 -0.928
H -1.437 1.996 -2.520
H 1.020 0.651 -1.113
H -2.549 -0.918 -0.677
H 1.128 -3.210 0.890
H 1.659 -2.013 2.437
H 0.318 0.881 1.586
H 0.740 -0.478 2.697
N 0.058 0.773 -1.046
N -2.089 0.003 -0.780
N -0.158 -1.213 -0.062
N 0.914 -2.272 1.665
N 1.008 -0.059 1.717
```

Properties
- net charge = 0
- SMILES = [H]/N=C(\N=C(N)N)NC
- Kohn-Sham gap (eV) = 9.13

Atomic partial charges in e from the Löwdin method, atoms 1 to 6: number 1, C, carries -0.15; number 2, C, carries -0.52; number 3, C, carries -0.63; number 4, H, carries 0.11; number 5, H, carries 0.11; number 6, H, carries 0.14

=====

## iii
The molecule C3H9N5. Source: the Open Molecules 2025 dataset; level of theory: the ωB97M-V functional and the def2-TZVPD basis.

Structure (XYZ):
```
17
C3H9N5, DFT the ωB97M-V functional and the def2-TZVPD basis
C -1.070 -1.609 -2.082
C -0.344 0.139 0.780
C 0.791 0.907 0.507
N -0.775 0.105 2.146
N 1.555 1.416 1.524
N 1.234 1.047 -0.767
N -1.230 -0.302 -0.159
N -0.442 -1.023 -0.914
H -1.790 0.095 2.174
H -0.441 -0.749 2.586
H 0.701 0.459 -1.419
H 2.224 1.147 -0.927
H 1.056 1.495 2.400
H 2.163 2.189 1.300
H -2.149 -1.424 -2.106
H -0.901 -2.689 -2.071
H -0.582 -1.204 -2.974
```

Properties
- net charge = 0
- SMILES = C/N=N/C(N)=C(N)N
- Kohn-Sham gap (alpha / beta) (eV) = 7.56 / 7.57

Atomic partial charges in e from the Löwdin method, atoms 1 to 6: number 1, C, carries -0.13; number 2, C, carries -0.41; number 3, C, carries -0.40; number 4, N, carries 0.05; number 5, N, carries 0.12; number 6, N, carries 0.11

=====

We find iii to be the most stable, with the next structure 0.0062 hartree higher.

=====

## i
The molecule C6H12. Source: the Open Molecules 2025 dataset; level of theory: the ωB97M-V functional and the def2-TZVPD basis.

Structure (XYZ):
```
18
C6H12, DFT the ωB97M-V functional and the def2-TZVPD basis
C -2.484 -0.799 -0.505
C -1.225 -0.534 0.315
C -0.310 0.509 -0.340
C 1.229 0.549 0.154
C 1.538 1.635 0.903
C 2.122 -0.473 -0.391
H -2.645 -1.780 -0.066
H -2.282 -0.972 -1.589
H -3.218 -0.042 -0.193
H -1.467 -0.121 1.381
H -0.826 -1.503 0.711
H -0.223 0.335 -1.347
H -0.758 1.441 0.119
H 2.577 1.701 1.108
H 0.699 2.079 1.497
H 2.961 -0.697 0.411
H 1.668 -1.295 -0.903
H 2.642 -0.032 -1.265
```

Properties
- net charge = 0
- SMILES = C=C(C)CCC
- Kohn-Sham gap (eV) = 9.97

Atomic partial charges in e from the Löwdin method, atoms 1 to 6: number 1, C, carries -0.12; number 2, C, carries -0.31; number 3, C, carries -0.17; number 4, C, carries -0.36; number 5, C, carries 0.02; number 6, C, carries -0.09

=====

## ii
A structure of composition C6H12. Source: the Open Molecules 2025 dataset; level of theory: the ωB97M-V functional and the def2-TZVPD basis.

Structure (XYZ):
```
18
C6H12, DFT the ωB97M-V functional and the def2-TZVPD basis
C 2.128 -0.001 -0.749
C 0.781 -0.571 -0.342
C 0.259 -0.256 1.018
C -0.438 0.240 -0.605
C -0.845 1.194 0.996
C -1.652 -0.619 -0.868
H 2.188 1.060 -0.486
H 2.963 -0.527 -0.266
H 2.260 -0.077 -1.833
H 0.676 -1.635 -0.582
H 0.965 0.271 1.656
H -0.264 -1.062 1.529
H -1.826 1.382 0.555
H -0.251 2.103 0.902
H -1.062 1.017 2.064
H -1.765 -1.547 -0.277
H -1.526 -0.919 -1.915
H -2.590 -0.053 -0.798
```

Properties
- net charge = 0
- Kohn-Sham gap (eV) = 8.34

Atomic partial charges in e from the Löwdin method, atoms 1 to 6: number 1, C, carries -0.07; number 2, C, carries -0.42; number 3, C, carries -0.13; number 4, C, carries -0.19; number 5, C, carries -0.10; number 6, C, carries -0.14

=====

We find i to be the most stable, with the next structure 0.0897 hartree higher.